<1>
Density functional theory data (ωB97M-V/def2-TZVPD) for a single C22H46O molecule.

Each line ends with the natural charge from an NBO analysis.
Atoms and positions in Å:
C (-6.2948, -1.9797, 0.1556)  -0.601
C (-4.8602, -1.4666, 0.1660)  -0.397
C (-3.8463, -2.5888, -0.0457)  -0.387
C (-2.4125, -2.0660, -0.0336)  -0.390
C (-1.3839, -3.1740, -0.2452)  -0.373
C (0.0425, -2.6303, -0.2237)  -0.394
C (1.0850, -3.7291, -0.4236)  -0.386
C (2.5145, -3.1869, -0.4815)  -0.394
C (3.0255, -2.7159, 0.8786)  -0.388
C (4.4026, -2.0540, 0.8129)  -0.390
C (4.3952, -0.7752, -0.0281)  -0.396
C (5.5197, 0.1818, 0.3620)  -0.395
C (5.6180, 1.4086, -0.5506)  -0.387
C (4.2971, 2.1479, -0.7759)  -0.400
C (3.6548, 2.6681, 0.5090)  -0.396
C (2.2552, 3.2432, 0.2813)  -0.386
C (1.2136, 2.1672, -0.0242)  -0.391
C (-0.1964, 2.7421, -0.1381)  -0.390
C (-1.2119, 1.6662, -0.5189)  -0.388
C (-2.6324, 2.2054, -0.6821)  -0.397
C (-3.2956, 2.5726, 0.6436)  -0.424
C (-4.7423, 3.0281, 0.4438)  -0.052
O (-5.5623, 2.0404, -0.1322)  -0.719
H (-6.4504, -2.6985, 0.9575)  0.201
H (-6.9990, -1.1607, 0.2845)  0.207
H (-6.5140, -2.4708, -0.7897)  0.204
H (-4.7378, -0.7227, -0.6245)  0.199
H (-4.6545, -0.9814, 1.1246)  0.184
H (-3.9664, -3.3385, 0.7402)  0.193
H (-4.0451, -3.0782, -1.0018)  0.195
H (-2.2179, -1.5753, 0.9239)  0.190
H (-2.2977, -1.3147, -0.8184)  0.195
H (-1.4959, -3.9275, 0.5382)  0.192
H (-1.5720, -3.6644, -1.2031)  0.192
H (0.1532, -1.8828, -1.0131)  0.193
H (0.2117, -2.1291, 0.7309)  0.193
H (0.8666, -4.2492, -1.3596)  0.198
H (1.0044, -4.4593, 0.3851)  0.193
H (2.5442, -2.3595, -1.1918)  0.195
H (3.1807, -3.9686, -0.8546)  0.199
H (2.3214, -1.9985, 1.3040)  0.190
H (3.0715, -3.5730, 1.5553)  0.199
H (5.1347, -2.7589, 0.4135)  0.195
H (4.7094, -1.8051, 1.8322)  0.198
H (4.4901, -1.0246, -1.0864)  0.197
H (3.4362, -0.2756, 0.1154)  0.192
H (5.3724, 0.5036, 1.3951)  0.193
H (6.4734, -0.3510, 0.3243)  0.202
H (5.9964, 1.0910, -1.5257)  0.198
H (6.3493, 2.0997, -0.1243)  0.198
H (4.4846, 2.9940, -1.4422)  0.202
H (3.6053, 1.4813, -1.2901)  0.195
H (4.2973, 3.4425, 0.9351)  0.201
H (3.5812, 1.8630, 1.2409)  0.192
H (1.9456, 3.7820, 1.1806)  0.198
H (2.2852, 3.9631, -0.5399)  0.193
H (1.2298, 1.4152, 0.7690)  0.192
H (1.4634, 1.6656, -0.9609)  0.194
H (-0.4749, 3.1969, 0.8143)  0.192
H (-0.2048, 3.5285, -0.8966)  0.193
H (-1.2065, 0.8790, 0.2385)  0.194
H (-0.8990, 1.2141, -1.4635)  0.199
H (-3.2491, 1.4500, -1.1742)  0.212
H (-2.6144, 3.0849, -1.3293)  0.195
H (-3.2818, 1.7031, 1.3080)  0.189
H (-2.7490, 3.3793, 1.1330)  0.205
H (-4.7775, 3.8728, -0.2484)  0.174
H (-5.1606, 3.3543, 1.4087)  0.156
H (-5.5159, 1.2462, 0.4129)  0.462

Its lowest unoccupied orbital energy is 0.9480 eV. The structure (SMILES) is CCCCCCCCCCCCCCCCCCCCCCO. The calculation puts the orbital gap at 11.06 eV.

<2>
Density functional theory data (ωB97M-V/def2-TZVPD) for a single C22H46O molecule.

Each line ends with the natural charge from an NBO analysis.
Atoms and positions in Å:
C (9.4619, 2.6754, -1.0130)  -0.599
C (8.2911, 2.6337, -0.0382)  -0.396
C (7.8804, 1.1989, 0.2844)  -0.396
C (6.7998, 1.1007, 1.3620)  -0.393
C (5.4679, 1.7661, 1.0069)  -0.392
C (4.8037, 1.2440, -0.2680)  -0.393
C (4.4522, -0.2408, -0.2049)  -0.403
C (3.6577, -0.6805, -1.4328)  -0.391
C (3.4236, -2.1908, -1.4974)  -0.385
C (2.6136, -2.7689, -0.3359)  -0.391
C (1.1916, -2.2188, -0.2518)  -0.401
C (0.3852, -2.9189, 0.8402)  -0.383
C (-1.0146, -2.3335, 1.0294)  -0.393
C (-1.9349, -2.5848, -0.1641)  -0.392
C (-3.3937, -2.2221, 0.1153)  -0.384
C (-3.6215, -0.7224, 0.2921)  -0.391
C (-5.1010, -0.3916, 0.4761)  -0.391
C (-5.3313, 1.1099, 0.6336)  -0.385
C (-6.7826, 1.4739, 0.9482)  -0.383
C (-7.7431, 1.1847, -0.2037)  -0.397
C (-9.1568, 1.6689, 0.1059)  -0.416
C (-10.1267, 1.3591, -1.0347)  -0.050
O (-11.4250, 1.8504, -0.7975)  -0.714
H (10.3291, 2.1708, -0.5917)  0.200
H (9.1993, 2.1800, -1.9456)  0.200
H (9.7389, 3.7031, -1.2372)  0.207
H (8.5705, 3.1447, 0.8864)  0.193
H (7.4469, 3.1706, -0.4738)  0.194
H (7.5403, 0.7064, -0.6281)  0.192
H (8.7612, 0.6548, 0.6363)  0.200
H (7.1762, 1.5657, 2.2772)  0.200
H (6.6246, 0.0462, 1.5845)  0.199
H (4.7819, 1.6158, 1.8450)  0.199
H (5.6212, 2.8423, 0.9049)  0.200
H (3.8850, 1.8144, -0.4305)  0.201
H (5.4525, 1.4281, -1.1260)  0.193
H (3.8693, -0.4262, 0.6990)  0.194
H (5.3657, -0.8351, -0.1444)  0.195
H (4.2081, -0.3841, -2.3300)  0.200
H (2.7005, -0.1566, -1.4543)  0.194
H (2.9073, -2.4217, -2.4329)  0.197
H (4.3940, -2.6934, -1.5258)  0.197
H (3.1329, -2.5813, 0.6055)  0.194
H (2.5610, -3.8534, -0.4651)  0.200
H (1.2206, -1.1494, -0.0362)  0.193
H (0.7017, -2.3546, -1.2175)  0.195
H (0.3027, -3.9828, 0.6042)  0.192
H (0.9301, -2.8342, 1.7843)  0.198
H (-0.9282, -1.2607, 1.2108)  0.194
H (-1.4641, -2.7858, 1.9173)  0.197
H (-1.5875, -2.0129, -1.0262)  0.194
H (-1.8841, -3.6449, -0.4256)  0.198
H (-3.7310, -2.7468, 1.0127)  0.192
H (-4.0066, -2.5722, -0.7194)  0.197
H (-3.0664, -0.3651, 1.1610)  0.194
H (-3.2413, -0.1949, -0.5861)  0.193
H (-5.4774, -0.9089, 1.3621)  0.192
H (-5.6568, -0.7620, -0.3870)  0.193
H (-4.6979, 1.4770, 1.4451)  0.199
H (-5.0221, 1.6206, -0.2813)  0.193
H (-6.8315, 2.5400, 1.1837)  0.199
H (-7.1067, 0.9254, 1.8359)  0.193
H (-7.7720, 0.1117, -0.4011)  0.196
H (-7.3829, 1.6806, -1.1077)  0.196
H (-9.5141, 1.1867, 1.0212)  0.187
H (-9.1510, 2.7474, 0.2784)  0.203
H (-10.1547, 0.2732, -1.2127)  0.150
H (-9.7961, 1.8478, -1.9541)  0.174
H (-11.7469, 1.4818, 0.0328)  0.460

Its lowest unoccupied orbital energy is 1.0169 eV. The structure (SMILES) is CCCCCCCCCCCCCCCCCCCCCCO. The calculation puts the orbital gap at 11.12 eV.

Stability check: which of them is least stable? <2>.